The following is a DFT calculation (ωB97M-V/def2-TZVPD) of C43H39BN8O4PPbS2 as an isolated structure.

E_HOMO (alpha / beta)	-9.85 / -10.26	eV
LUMO (alpha / beta)	-4.6 / -4.6	eV
frontier orbital gap (alpha / beta)	5.3 / 5.7	eV
net charge	+1
relative energy (zero: lowest compared OMol25 entry of this formula, charge and spin)	0.0	kJ/mol

Element x y z (Å)
Pb 0.31 -0.49 -0.22
C 2.71 0.78 13.74
O 2.72 -0.39 12.94
C 2.37 -0.29 11.65
C 2.01 0.92 11.03
C 1.67 0.92 9.69
C 1.68 -0.27 8.95
C 2.06 -1.47 9.59
C 2.40 -1.48 10.92
N 1.37 -0.38 7.61
N 0.93 0.70 7.08
C 0.73 0.68 5.73
C -0.12 1.73 5.29
C -0.54 1.87 4.01
C -0.10 0.94 3.00
O -0.52 1.00 1.84
C 0.89 -0.09 3.41
N 1.35 -0.86 2.41
C 2.22 -1.81 2.69
C 2.69 -2.03 3.98
C 2.24 -1.23 5.01
C 1.29 -0.23 4.75
H 3.00 0.46 14.74
H 1.71 1.22 13.78
H 3.42 1.52 13.38
H 2.00 1.84 11.58
H 1.39 1.84 9.20
H 2.06 -2.38 9.00
H 2.68 -2.39 11.42
H -0.47 2.41 6.06
H -1.23 2.64 3.70
H 2.56 -2.42 1.86
H 3.42 -2.81 4.17
H 2.61 -1.38 6.01
O 1.36 2.78 -0.57
N 0.29 2.19 -1.23
C -0.54 3.06 -1.60
C -1.79 2.79 -2.33
C -2.17 3.82 -3.19
C -3.31 3.73 -3.98
C -4.11 2.60 -3.89
C -3.76 1.58 -3.02
C -2.60 1.64 -2.24
P -2.37 0.30 -1.02
C -3.17 -1.13 -1.81
C -2.75 -1.48 -3.09
C -3.33 -2.57 -3.74
C -4.31 -3.32 -3.10
C -4.71 -2.98 -1.82
C -4.14 -1.89 -1.17
C -3.44 0.82 0.36
C -4.11 2.04 0.35
C -4.85 2.43 1.46
C -4.92 1.62 2.58
C -4.26 0.40 2.59
C -3.51 0.01 1.49
H 1.99 2.06 -0.40
H -0.31 4.11 -1.41
H -1.55 4.71 -3.25
H -3.57 4.54 -4.64
H -5.01 2.52 -4.48
H -4.40 0.72 -2.95
H -2.00 -0.90 -3.61
H -3.01 -2.82 -4.74
H -4.75 -4.17 -3.60
H -5.47 -3.56 -1.31
H -4.49 -1.62 -0.18
H -4.06 2.69 -0.51
H -5.37 3.38 1.44
H -5.50 1.92 3.44
H -4.32 -0.25 3.45
H -3.00 -0.94 1.50
B -0.56 -4.16 -1.63
N -0.75 -3.73 -0.12
C -1.18 -4.64 0.76
C -1.40 -4.04 1.99
C -1.07 -2.71 1.77
N -0.69 -2.53 0.49
N 0.11 -3.09 -2.54
C 0.45 -3.35 -3.81
C 0.93 -2.19 -4.40
C 0.85 -1.24 -3.38
N 0.35 -1.79 -2.27
H 0.16 -5.13 -1.61
H -1.65 -4.41 -2.07
H -1.30 -5.67 0.44
H -1.74 -4.50 2.90
H -1.06 -1.89 2.46
H 0.33 -4.34 -4.21
H 1.29 -2.06 -5.40
H 1.13 -0.20 -3.39
C 7.42 0.04 1.17
O 6.33 -0.09 0.23
C 5.15 0.30 0.62
S 4.68 0.91 2.09
S 3.80 0.19 -0.37
H 8.30 -0.30 0.63
H 7.24 -0.60 2.04
H 7.52 1.08 1.48

Results of the Löwdin charge analysis, in e, for atoms 1 through 8:
1. Pb 1.2605
2. C -0.0557
3. O -0.0544
4. C -0.2687
5. C -0.0010
6. C 0.0024
7. C -0.2653
8. C -0.0043

=====

The following is a DFT calculation (ωB97M-V/def2-TZVPD) of C43H39BrF4GeN4Ti as an isolated structure.

E_HOMO (alpha / beta)	-0.06 / -0.19	eV
LUMO (alpha / beta)	4.1 / 4.1	eV
expectation value of S²	2.009
frontier orbital gap (alpha / beta)	4.2 / 4.3	eV
net charge	-2
spin multiplicity	3

Element x y z (Å)
Ti -0.06 -0.15 0.92
C -0.70 1.17 5.97
C -0.11 0.51 4.72
N -1.01 -0.32 3.92
C -1.54 -1.46 4.65
C -0.47 -2.35 5.28
C -2.11 0.37 3.25
C -1.71 1.68 2.55
N -0.40 1.56 1.96
C 0.37 2.64 1.84
C 1.76 2.39 1.71
F 2.11 1.06 1.85
C 2.71 3.38 1.55
F 4.03 3.07 1.42
C 2.33 4.72 1.54
C 0.99 5.01 1.72
F 0.60 6.32 1.73
C 0.02 4.01 1.88
F -1.28 4.43 2.03
H 0.07 1.80 6.43
H -1.02 0.43 6.71
H -1.55 1.80 5.72
H 0.73 -0.12 5.01
H 0.28 1.29 4.06
H -2.13 -2.06 3.94
H -2.24 -1.13 5.45
H 0.32 -2.50 4.56
H -0.90 -3.32 5.53
H -0.07 -1.91 6.19
H -2.92 0.61 3.96
H -2.50 -0.33 2.51
H -1.74 2.50 3.28
H -2.48 1.90 1.79
H 3.05 5.50 1.39
Br -3.35 4.84 -3.16
C -2.85 3.26 -2.19
C -3.79 2.26 -2.00
C -3.44 1.12 -1.32
C -2.12 0.93 -0.82
C -1.20 2.00 -1.03
C -1.55 3.13 -1.70
N -1.68 -0.14 -0.16
C -2.38 -1.32 0.01
C -1.78 -2.30 0.74
C -2.31 -3.62 0.91
C -1.62 -4.55 1.62
C -0.36 -4.21 2.18
C 0.11 -2.93 1.99
N -0.55 -1.98 1.33
H -4.80 2.38 -2.37
H -4.18 0.34 -1.18
H -0.18 1.86 -0.67
H -0.83 3.92 -1.86
H -3.31 -1.50 -0.52
H -3.26 -3.84 0.44
H -2.02 -5.56 1.75
H 0.21 -4.94 2.73
H 1.09 -2.63 2.38
C 1.54 -0.96 0.06
Ge 1.20 -0.99 -1.81
C 2.81 -1.78 -2.79
C 3.88 -2.25 -2.04
C 5.06 -2.65 -2.63
C 5.20 -2.58 -4.01
C 4.15 -2.12 -4.78
C 2.97 -1.73 -4.17
C 1.50 0.89 -2.52
C 0.91 1.47 -3.63
C 1.22 2.76 -4.01
C 2.14 3.50 -3.29
C 2.74 2.93 -2.17
C 2.41 1.65 -1.80
C -0.26 -1.83 -2.94
C -1.45 -1.20 -3.30
C -2.44 -1.86 -4.00
C -2.27 -3.19 -4.35
C -1.11 -3.85 -3.98
C -0.13 -3.17 -3.28
H 3.76 -2.28 -0.96
H 5.88 -3.01 -2.02
H 6.13 -2.88 -4.48
H 4.25 -2.07 -5.85
H 2.14 -1.38 -4.78
H 0.20 0.90 -4.21
H 0.74 3.20 -4.88
H 2.39 4.51 -3.58
H 3.47 3.50 -1.61
H 2.87 1.19 -0.92
H -1.60 -0.16 -3.03
H -3.34 -1.34 -4.28
H -3.04 -3.71 -4.90
H -0.97 -4.89 -4.25
H 0.79 -3.68 -3.00

Results of the Löwdin charge analysis, in e, for atoms 1 through 8:
1. Ti 0.7101
2. C -0.0799
3. C -0.2331
4. N -0.1788
5. C -0.2606
6. C -0.0919
7. C -0.1860
8. C -0.2095

=====

The following is a DFT calculation (ωB97M-V/def2-TZVPD) of C43H39ClN5O2RbSSeSi as an isolated structure.

E_HOMO	-1.01	eV
LUMO	3.6	eV
frontier orbital gap	4.7	eV
net charge	-2
relative energy (zero: lowest compared OMol25 entry of this formula, charge and spin)	77.0	kJ/mol

Element x y z (Å)
Rb 0.33 -0.49 -1.25
Cl -4.02 -6.43 -5.02
C -3.44 -4.99 -4.19
C -4.31 -3.89 -4.03
C -3.88 -2.76 -3.39
C -2.54 -2.61 -2.87
O -2.16 -1.55 -2.32
C -1.71 -3.78 -3.03
C -0.35 -3.84 -2.51
O 0.23 -3.00 -1.85
C -2.17 -4.92 -3.69
H -5.32 -3.95 -4.41
H -4.55 -1.91 -3.25
H 0.17 -4.79 -2.75
H -1.51 -5.77 -3.80
C 1.50 2.75 2.65
C 1.17 1.27 2.45
C 2.33 0.37 2.78
C 2.56 0.02 4.11
C 3.60 -0.81 4.47
C 4.44 -1.31 3.49
C 4.25 -0.98 2.15
C 5.17 -1.56 1.10
C 6.35 -0.64 0.77
C 3.20 -0.12 1.80
N 2.98 0.12 0.42
C 3.54 1.10 -0.17
C 3.51 1.33 -1.60
C 4.18 2.37 -2.27
C 4.00 2.13 -3.64
C 3.21 0.96 -3.70
N 2.91 0.47 -2.49
H 0.62 3.37 2.44
H 2.31 3.07 1.99
H 1.81 2.95 3.68
H 0.86 1.12 1.42
H 0.32 0.99 3.08
H 1.86 0.39 4.86
H 3.75 -1.08 5.51
H 5.25 -1.98 3.75
H 4.59 -1.74 0.19
H 5.54 -2.52 1.45
H 6.01 0.29 0.32
H 7.04 -1.12 0.06
H 6.91 -0.39 1.68
H 4.13 1.82 0.41
H 4.75 3.16 -1.80
H 4.38 2.71 -4.47
H 2.85 0.47 -4.60
S -0.78 5.16 -0.23
C -2.07 4.17 0.32
C -1.70 2.87 0.28
N -0.42 2.64 -0.17
C 0.18 3.75 -0.47
H -3.01 4.59 0.62
H -2.31 2.02 0.57
H 1.19 3.81 -0.86
C -4.55 -5.00 1.09
C -4.68 -4.00 0.13
C -4.07 -2.76 0.31
C -3.30 -2.47 1.45
C -3.18 -3.50 2.39
C -3.80 -4.74 2.22
Si -2.30 -0.83 1.45
C -2.09 -0.32 3.30
C -2.54 0.94 3.75
C -2.21 1.45 5.00
C -1.41 0.72 5.87
C -0.95 -0.53 5.46
C -1.27 -1.02 4.20
H -5.02 -5.97 0.94
H -5.25 -4.19 -0.78
H -4.17 -2.01 -0.47
H -2.58 -3.34 3.29
H -3.68 -5.50 2.98
H -3.46 0.13 1.14
H -3.17 1.53 3.10
H -2.57 2.43 5.30
H -1.14 1.11 6.85
H -0.31 -1.11 6.12
H -0.83 -1.97 3.89
Se -2.50 1.13 -2.98
N -0.77 1.50 -2.93
C -0.61 2.66 -3.55
C 0.67 3.30 -3.69
C 0.71 4.50 -4.31
C -0.49 5.13 -4.82
C -1.70 4.56 -4.70
C -1.81 3.28 -4.05
N -2.93 2.62 -3.84
H 1.56 2.81 -3.32
H 1.66 5.00 -4.43
H -0.40 6.10 -5.31
H -2.60 5.04 -5.08

Results of the Löwdin charge analysis, in e, for atoms 1 through 8:
1. Rb 0.6843
2. Cl 0.5530
3. C -0.6835
4. C -0.1329
5. C -0.0268
6. C -0.4102
7. O -0.2479
8. C -0.1264

=====

Look up the net charge of the first one.
+1

=====

Copy entry 3 word for word.
The following is a DFT calculation (ωB97M-V/def2-TZVPD) of C43H39ClN5O2RbSSeSi as an isolated structure.

E_HOMO	-1.01	eV
LUMO	3.6	eV
frontier orbital gap	4.7	eV
net charge	-2
relative energy (zero: lowest compared OMol25 entry of this formula, charge and spin)	77.0	kJ/mol

Element x y z (Å)
Rb 0.33 -0.49 -1.25
Cl -4.02 -6.43 -5.02
C -3.44 -4.99 -4.19
C -4.31 -3.89 -4.03
C -3.88 -2.76 -3.39
C -2.54 -2.61 -2.87
O -2.16 -1.55 -2.32
C -1.71 -3.78 -3.03
C -0.35 -3.84 -2.51
O 0.23 -3.00 -1.85
C -2.17 -4.92 -3.69
H -5.32 -3.95 -4.41
H -4.55 -1.91 -3.25
H 0.17 -4.79 -2.75
H -1.51 -5.77 -3.80
C 1.50 2.75 2.65
C 1.17 1.27 2.45
C 2.33 0.37 2.78
C 2.56 0.02 4.11
C 3.60 -0.81 4.47
C 4.44 -1.31 3.49
C 4.25 -0.98 2.15
C 5.17 -1.56 1.10
C 6.35 -0.64 0.77
C 3.20 -0.12 1.80
N 2.98 0.12 0.42
C 3.54 1.10 -0.17
C 3.51 1.33 -1.60
C 4.18 2.37 -2.27
C 4.00 2.13 -3.64
C 3.21 0.96 -3.70
N 2.91 0.47 -2.49
H 0.62 3.37 2.44
H 2.31 3.07 1.99
H 1.81 2.95 3.68
H 0.86 1.12 1.42
H 0.32 0.99 3.08
H 1.86 0.39 4.86
H 3.75 -1.08 5.51
H 5.25 -1.98 3.75
H 4.59 -1.74 0.19
H 5.54 -2.52 1.45
H 6.01 0.29 0.32
H 7.04 -1.12 0.06
H 6.91 -0.39 1.68
H 4.13 1.82 0.41
H 4.75 3.16 -1.80
H 4.38 2.71 -4.47
H 2.85 0.47 -4.60
S -0.78 5.16 -0.23
C -2.07 4.17 0.32
C -1.70 2.87 0.28
N -0.42 2.64 -0.17
C 0.18 3.75 -0.47
H -3.01 4.59 0.62
H -2.31 2.02 0.57
H 1.19 3.81 -0.86
C -4.55 -5.00 1.09
C -4.68 -4.00 0.13
C -4.07 -2.76 0.31
C -3.30 -2.47 1.45
C -3.18 -3.50 2.39
C -3.80 -4.74 2.22
Si -2.30 -0.83 1.45
C -2.09 -0.32 3.30
C -2.54 0.94 3.75
C -2.21 1.45 5.00
C -1.41 0.72 5.87
C -0.95 -0.53 5.46
C -1.27 -1.02 4.20
H -5.02 -5.97 0.94
H -5.25 -4.19 -0.78
H -4.17 -2.01 -0.47
H -2.58 -3.34 3.29
H -3.68 -5.50 2.98
H -3.46 0.13 1.14
H -3.17 1.53 3.10
H -2.57 2.43 5.30
H -1.14 1.11 6.85
H -0.31 -1.11 6.12
H -0.83 -1.97 3.89
Se -2.50 1.13 -2.98
N -0.77 1.50 -2.93
C -0.61 2.66 -3.55
C 0.67 3.30 -3.69
C 0.71 4.50 -4.31
C -0.49 5.13 -4.82
C -1.70 4.56 -4.70
C -1.81 3.28 -4.05
N -2.93 2.62 -3.84
H 1.56 2.81 -3.32
H 1.66 5.00 -4.43
H -0.40 6.10 -5.31
H -2.60 5.04 -5.08

Results of the Löwdin charge analysis, in e, for atoms 1 through 8:
1. Rb 0.6843
2. Cl 0.5530
3. C -0.6835
4. C -0.1329
5. C -0.0268
6. C -0.4102
7. O -0.2479
8. C -0.1264

=====

Number 3 is which compound?
C43H39ClN5O2RbSSeSi